Record 1
# C4H10N

An isolated ion of composition C4H10N and charge +1 in a non-equilibrium geometry (ωB97M-V with the def2-TZVPD basis set, the Open Molecules 2025 dataset).

Properties
**SMILES**: C=C[C@@H](C)[NH3+]
**E_HOMO**: -14.78 eV
**ΔE to the lowest compared entry with this formula, charge and spin**: 149.4 kJ/mol
**Total charge**: +1
**LUMO level**: -3.7 eV

XYZ file:
```
15
Properties=species:S:1:pos:R:3:forces:R:3:mulliken_charge:R:1
C -1.71058 0.46607 1.29616 2.3 2.8 -0.3 -0.829
C -1.06619 -0.29009 0.44441 1.1 0.7 0.4 -0.246
C 0.32136 0.12438 0.06713 -1.0 -1.7 0.8 0.318
C 1.36742 -1.02795 0.12912 -1.9 0.5 -0.1 -1.281
N 0.30541 0.65443 -1.30966 -0.6 -0.7 -2.3 -0.343
H -2.67263 0.36197 1.55525 -3.4 -1.0 1.1 0.370
H -1.31232 1.46855 1.65449 -0.1 -1.5 -0.4 0.187
H -1.43629 -1.19264 0.05412 -0.6 -1.1 -0.4 0.366
H 0.47792 1.01927 0.65256 0.9 0.0 0.3 0.294
H 1.84976 -1.03396 1.06842 0.5 0.0 1.0 0.332
H 0.87435 -2.00847 0.00200 0.3 0.5 -0.2 0.333
H 2.09135 -0.85324 -0.62750 1.0 -0.2 -0.7 0.443
H -0.30747 1.45937 -1.41696 0.6 0.8 0.4 0.382
H -0.08412 0.08441 -2.11257 0.8 -0.3 1.4 0.331
H 1.30203 0.76790 -1.45696 0.1 1.0 -1.0 0.344
```
Forces are in eV/Å.

---

Record 2
# C4H10N

A 2-piece molecular cluster, C4H10N overall in a non-equilibrium geometry (ωB97M-V with the def2-TZVPD basis set, the Open Molecules 2025 dataset).

Properties
**E_HOMO**: -13.77 eV
**ΔE to the lowest compared entry with this formula, charge and spin**: 310.1 kJ/mol
**Total charge**: +1
**LUMO level**: -5.4 eV

XYZ file:
```
15
Properties=species:S:1:pos:R:3:forces:R:3:mulliken_charge:R:1
C 2.15312 0.99250 1.38063 1.8 1.5 0.0 -0.052
N 1.04991 0.85315 0.83108 -2.1 4.1 -4.1 -0.029
H 2.43122 0.14993 1.89487 1.2 -1.5 2.1 0.300
H 2.83584 1.91781 1.26945 -1.3 -1.7 -0.2 0.259
H 0.80715 1.56446 0.04940 0.3 -0.9 1.8 0.329
H 0.20931 0.27398 0.82606 0.6 -1.2 0.6 0.141
C -0.81386 -1.73209 -0.59496 0.5 -2.3 0.1 -0.689
C -0.82107 -0.32524 -1.08082 -2.2 1.3 -0.3 -0.185
C -1.54745 0.70438 -0.52839 2.0 -2.9 -1.3 -0.942
H -1.74874 -2.44198 -0.66910 1.4 1.9 -0.3 0.293
H 0.03065 -2.30822 -1.15538 -1.3 0.9 1.5 0.262
H -0.66433 -1.67082 0.50717 0.3 -0.7 -0.5 0.209
H -0.27843 -0.14345 -2.02061 -0.3 0.1 0.4 0.305
H -1.54109 1.59444 -1.08056 -0.2 1.5 -0.3 0.431
H -2.10222 0.57115 0.37117 -0.6 0.1 0.5 0.368
```
Forces are in eV/Å.

---

Question: LUMO level of number 1 (C4H10N)?
Answer: -3.7 eV